This record from the OMol25 dataset describes one molecule with the formula C3H5FOS in a non-equilibrium geometry. The level of theory is ωB97M-V with the def2-TZVPD basis set.

Values from the calculation:
SMILES   FCCOC=S
2S+1   1
E   -18790.016 eV
ΔE to the lowest compared entry with this formula, charge and spin   43.5 kcal per mole
HOMO   -0.33825 hartree
Charge   0
LUMO energy   0.49 eV

XYZ file:
```
11
Properties=species:S:1:pos:R:3:forces:R:3:nbo_charge:R:1
F 1.374 2.484 0.700 1.251 -1.177 0.931 -0.38
C 1.497 1.103 1.109 -4.683 0.702 -0.113 0.03
C 0.279 0.520 0.191 5.443 -0.291 -0.768 -0.10
O 0.506 -0.887 0.248 -0.598 -0.659 -0.611 -0.49
C -0.401 -1.540 -0.495 4.256 -5.117 2.742 -0.05
S -1.738 -1.016 -0.961 -4.961 1.909 -2.384 0.03
H 2.450 0.610 0.911 -0.005 0.613 -0.003 0.19
H 1.097 1.021 2.231 1.414 0.243 -2.355 0.18
H -0.622 0.823 0.575 -2.169 0.644 0.850 0.20
H 0.388 0.744 -0.924 -0.120 0.557 1.683 0.20
H -0.179 -2.709 -0.539 0.172 2.575 0.027 0.20
```
Forces are in eV/Å.